# C53H42F20N3OS

8 unconnected molecules or ions with the total composition C53H42F20N3OS (ωB97M-V with the def2-TZVPD basis set, the Open Molecules 2025 dataset).

Summary:
**Largest force on an atom**: 0.110 Eh/bohr
**Calculated total energy**: -4679.2364 Ha
**HOMO-LUMO gap**: 4.83 eV
**Lowest unoccupied orbital energy**: -5.597 eV

```
! RIJCOSX wB97M-V def2-TZVPD def2/J DEFGRID3
* xyz 1 1
N -2.726 1.148 3.044
C -2.766 1.855 2.074
O -2.969 2.861 1.075
C -1.610 3.311 0.782
N -1.014 2.622 -0.267
N 0.202 3.097 -0.452
C 0.925 4.091 0.238
C 0.350 4.891 1.399
C -1.105 4.443 1.670
C -2.032 5.092 2.791
C -2.361 6.599 2.331
C -3.741 7.177 2.942
F -4.250 6.366 4.014
F -3.340 8.404 3.605
C -4.823 7.614 1.868
F -5.854 8.459 2.391
F -4.133 8.444 0.912
C -5.451 6.406 0.967
F -6.210 7.128 -0.019
F -4.419 5.755 0.200
C -6.274 5.327 1.786
F -5.311 4.372 2.274
F -6.876 5.856 2.974
S -7.592 4.352 0.893
F -6.770 2.905 1.230
F -6.847 4.416 -0.583
F -8.565 5.667 0.625
F -8.379 4.134 2.376
F -8.781 3.412 0.190
H 0.700 2.644 -1.255
H 2.003 4.321 -0.083
H 0.890 5.719 1.952
H -1.380 5.177 3.743
H -2.936 4.466 3.087
H -2.316 6.702 1.180
H -1.481 7.249 2.707
F -5.871 5.633 10.376
C -6.237 6.001 9.139
C -5.318 5.918 8.105
C -5.698 6.295 6.821
C -6.990 6.762 6.589
C -7.903 6.846 7.637
C -7.526 6.458 8.918
H -4.315 5.560 8.307
H -4.990 6.227 6.003
H -7.285 7.060 5.588
H -8.907 7.213 7.455
H -8.226 6.508 9.744
F 3.099 1.574 -0.887
C 3.052 0.498 -0.075
C 2.532 0.634 1.203
C 2.484 -0.476 2.041
C 2.964 -1.705 1.594
C 3.486 -1.828 0.310
C 3.526 -0.721 -0.532
H 2.172 1.602 1.534
H 2.074 -0.384 3.041
H 2.929 -2.568 2.250
H 3.862 -2.785 -0.035
H 3.922 -0.800 -1.538
F 5.634 -4.567 -0.506
C 6.875 -4.054 -0.571
C 7.873 -4.584 0.232
C 9.159 -4.057 0.160
C 9.429 -3.000 -0.706
C 8.417 -2.473 -1.504
C 7.134 -3.007 -1.441
H 7.643 -5.401 0.905
H 9.950 -4.469 0.778
H 10.431 -2.587 -0.758
H 8.628 -1.647 -2.175
H 6.336 -2.615 -2.061
F -0.165 1.848 -3.054
C -1.271 1.622 -3.796
C -1.991 0.455 -3.604
C -3.134 0.224 -4.363
C -3.535 1.160 -5.313
C -2.801 2.327 -5.501
C -1.664 2.563 -4.734
H -1.658 -0.265 -2.865
H -3.709 -0.682 -4.216
H -4.424 0.978 -5.909
H -3.112 3.053 -6.244
H -1.085 3.470 -4.860
F 12.116 -3.970 2.356
C 12.072 -5.040 3.167
C 11.554 -4.906 4.445
C 11.504 -6.016 5.283
C 11.983 -7.245 4.836
C 12.506 -7.367 3.552
C 12.546 -6.260 2.710
H 11.193 -3.940 4.779
H 11.093 -5.923 6.282
H 11.948 -8.109 5.491
H 12.883 -8.324 3.207
H 12.942 -6.339 1.704
F -4.605 -2.458 -3.307
C -3.947 -3.587 -3.626
C -4.667 -4.727 -3.948
C -3.986 -5.893 -4.283
C -2.594 -5.908 -4.282
C -1.881 -4.760 -3.952
C -2.561 -3.590 -3.627
H -5.750 -4.697 -3.936
H -4.540 -6.788 -4.544
H -2.064 -6.820 -4.539
H -0.796 -4.775 -3.947
H -2.022 -2.684 -3.377
F -1.841 -9.018 -6.083
C -1.069 -8.518 -7.062
C -1.528 -8.539 -8.369
C -0.731 -8.017 -9.382
C 0.522 -7.489 -9.078
C 0.975 -7.479 -7.762
C 0.174 -7.991 -6.747
H -2.502 -8.961 -8.589
H -1.084 -8.021 -10.408
H 1.146 -7.086 -9.869
H 1.953 -7.071 -7.527
H 0.507 -7.982 -5.716
*
```

***

# C10H36BBeF4N12O10

A molecular structure, C10H36BBeF4N12O10 (ωB97M-V with the def2-TZVPD basis set, the Open Molecules 2025 dataset).

Summary:
**Largest force on an atom**: 0.083 Eh/bohr
**Calculated total energy**: -2251.5957 Ha
**HOMO-LUMO gap**: 9.92 eV
**Lowest unoccupied orbital energy**: -2.142 eV

```
! RIJCOSX wB97M-V def2-TZVPD def2/J DEFGRID3
* xyz 1 1
Be 2.668 -0.291 1.163
B -2.496 -1.037 -1.047
F -2.157 -0.591 0.251
F -2.040 -2.272 -1.439
F -3.864 -1.158 -1.004
F -1.928 -0.081 -1.943
C 1.794 0.164 -1.318
O 2.718 -0.199 -0.519
N 1.668 1.464 -1.788
N 1.012 -0.746 -1.802
H 0.755 1.728 -2.169
H 2.213 2.077 -1.223
H 1.147 -1.766 -1.643
H 0.328 -0.383 -2.475
C 5.122 -1.156 0.780
O 4.057 -1.089 1.380
N 6.023 -1.983 1.295
N 5.528 -0.534 -0.392
H 5.767 -2.618 2.073
H 6.874 -2.179 0.842
H 6.476 -0.663 -0.680
H 4.959 0.186 -0.821
C -0.282 1.969 -4.212
O 0.320 2.850 -4.824
N 0.050 0.614 -4.277
N -1.439 2.065 -3.574
H 0.797 0.427 -4.991
H -0.819 0.018 -4.299
H -2.115 2.785 -3.645
H -1.799 1.314 -3.005
C 0.445 -5.179 -1.947
O 1.271 -4.317 -1.738
N -0.750 -4.866 -2.539
N 0.771 -6.425 -1.582
H -0.966 -3.900 -2.671
H -1.400 -5.523 -2.926
H 0.164 -7.210 -1.652
H 1.698 -6.462 -1.193
C 1.632 1.837 2.216
O 2.606 1.203 1.643
N 1.874 3.177 2.239
N 0.598 1.237 2.819
H 2.483 3.526 1.551
H 1.065 3.756 2.500
H 0.596 0.210 2.928
H -0.180 1.848 2.922
C 0.903 -2.237 1.346
O 1.474 -1.241 1.869
N 1.516 -3.283 0.726
N -0.411 -2.263 1.551
H 2.531 -3.187 0.792
H 1.158 -3.702 -0.078
H -0.936 -1.420 1.782
H -0.927 -2.844 0.858
C -3.964 1.474 3.615
C -4.360 1.102 2.181
O -5.704 1.470 1.915
O -2.679 0.876 3.827
H -4.724 1.011 4.309
H -3.979 2.591 3.686
H -4.173 0.054 2.184
H -3.607 1.588 1.556
H -6.044 0.810 1.296
H -2.372 1.152 4.720
C -2.059 4.112 0.874
C -1.593 3.375 -0.339
O -0.890 2.139 0.108
O -0.992 4.523 1.825
H -2.633 3.289 1.197
H -2.623 4.990 0.664
H -0.837 3.856 -1.006
H -2.473 3.089 -0.883
H -1.563 1.476 -0.079
H -1.285 5.372 2.234
*
```

***

# C5H7NO

C5H7NO in the gas phase (ωB97M-V with the def2-TZVPD basis set, the Open Molecules 2025 dataset).

Summary:
**SMILES string**: C[C@]12N[C@H]1CC2=O
**Largest force on an atom**: 0.030 Eh/bohr
**Calculated total energy**: -324.6412 Ha
**HOMO-LUMO gap**: 10.46 eV
**Lowest unoccupied orbital energy**: 0.976 eV

```
! RIJCOSX wB97M-V def2-TZVPD def2/J DEFGRID3
* xyz 0 1
C 0.087 -1.157 -1.503
C -0.028 -0.108 -0.466
N 0.800 1.085 -0.628
C 0.912 0.381 0.619
C -0.199 0.757 1.592
C -1.119 0.068 0.556
O -2.179 -0.492 0.674
H -0.567 -0.912 -2.349
H -0.192 -2.127 -1.092
H 1.120 -1.153 -1.863
H 0.081 1.788 -0.698
H 1.803 -0.194 0.845
H -0.305 1.833 1.760
H -0.214 0.231 2.552
*
```

***

Q: HOMO-LUMO gap of number 3 (C5H7NO)?
A: 10.46 eV

***

Q: The highest largest force on an atom belongs to which entry?
A: C53H42F20N3OS

***

Q: HOMO-LUMO gap of number 1 (C53H42F20N3OS)?
A: 4.83 eV

***

Q: calculated total energy of number 3 (C5H7NO)?
A: -324.6412 Ha